(A)
The following is a quantum chemistry calculation of C2H3ClF2 as an isolated structure, from the OMol25 dataset.

Values from the calculation:
net charge: 0

```
8
C2H3ClF2 | the OMol25 dataset | wB97M-V/def2-TZVPD
C -0.58 -0.31 0.12
C 0.71 0.16 -0.14
H -0.47 -1.44 0.44
H -1.00 0.39 0.90
H 1.02 0.06 1.21
F 0.81 1.39 -0.54
F 1.51 -0.49 -1.18
Cl -2.00 0.24 -0.82
```


(B)
The following is a quantum chemistry calculation of C2H3ClF2 in the gas phase, from the OMol25 dataset.

Values from the calculation:
SMILES: CC(F)(F)Cl
net charge: 0

```
8
C2H3ClF2 | the OMol25 dataset | wB97M-V/def2-TZVPD
C -1.05 0.07 -1.35
C -0.36 -0.04 0.04
F -0.83 1.06 0.63
F -0.50 -1.28 0.65
Cl 1.44 0.06 0.07
H -2.25 -0.03 -0.80
H -1.03 1.24 -1.74
H -0.70 -0.39 -2.36
```


(B) is favored, and the nearest alternative lies 0.0322 hartree above it.


(A)
The following is a quantum chemistry calculation of a 2-piece molecular cluster, C7H9Cl overall, from the OMol25 dataset.

Values from the calculation:
SMILES: C#CC1=C(C)[C@H]1C.Cl
net charge: 0

```
17
C7H9Cl | the OMol25 dataset | wB97M-V/def2-TZVPD
C 0.98 -1.60 -3.05
C 0.84 -1.42 -1.87
C 0.42 -0.80 -0.70
C 0.13 -0.91 0.62
C 0.30 -1.56 1.90
C -0.42 0.31 -0.14
C 0.02 1.76 0.06
H 1.32 -1.72 -4.08
H -0.64 -1.44 2.45
H 1.14 -1.10 2.38
H 0.44 -2.62 1.78
H -1.48 0.31 -0.08
H 1.14 1.79 -0.04
H -0.38 2.24 0.96
H -0.57 2.26 -0.63
Cl -1.41 1.91 -3.94
H -0.45 2.61 -3.29
```


(B)
The following is a quantum chemistry calculation of C7H9Cl in the gas phase, from the OMol25 dataset.

Values from the calculation:
SMILES: C#C/C=C(/C)[C@@H](C)Cl
net charge: 0

```
17
C7H9Cl | the OMol25 dataset | wB97M-V/def2-TZVPD
C -3.27 0.14 -1.05
C -2.09 -0.15 -1.12
C -0.73 -0.45 -1.31
C 0.34 -0.06 -0.56
C 1.77 -0.40 -0.90
C 0.13 0.76 0.73
C 0.50 -0.08 2.00
Cl 1.12 2.23 0.70
H -4.30 0.29 -1.06
H -0.46 -1.03 -2.17
H 2.22 -0.81 0.06
H 1.69 -1.22 -1.66
H 2.33 0.54 -1.26
H -0.93 1.09 0.74
H -0.02 0.29 2.89
H 0.15 -1.11 1.86
H 1.57 -0.02 2.14
```


(B) is favored, and the nearest alternative lies 0.0987 hartree above it.


(A)
The following is a quantum chemistry calculation of CH3F2OP as an isolated structure, from the OMol25 dataset.

Values from the calculation:
net charge: 0

```
8
CH3F2OP | the OMol25 dataset | wB97M-V/def2-TZVPD
C 0.45 -0.39 -0.99
O 0.77 0.71 -0.16
F -0.14 0.56 2.47
F -1.69 -0.18 1.01
P -0.87 1.14 1.19
H -0.23 -1.00 -0.44
H 1.49 -0.93 -1.10
H 0.23 0.10 -1.99
```


(B)
The following is a quantum chemistry calculation of a 2-piece molecular cluster, CH3F2OP overall, from the OMol25 dataset.

Values from the calculation:
SMILES: C=O.FPF
net charge: 0

```
8
CH3F2OP | the OMol25 dataset | wB97M-V/def2-TZVPD
C 2.16 0.16 -0.02
O 1.88 -0.99 -0.09
H 2.70 0.74 0.74
H 2.14 0.79 -0.90
F -1.66 1.12 0.08
P -2.50 -0.20 -0.47
F -3.38 -0.57 0.84
H -1.35 -1.04 -0.18
```


(B) is favored, and the nearest alternative lies 0.0050 hartree above it.


(A)
The following is a quantum chemistry calculation of C3H2N2O2S in the gas phase, from the OMol25 dataset.

Values from the calculation:
SMILES: [H]/N=C1\NC(=S)C(=O)O1
net charge: 0

```
10
C3H2N2O2S | the OMol25 dataset | wB97M-V/def2-TZVPD
H -2.30 -1.53 0.80
N -2.24 -0.49 0.37
C -1.04 -0.07 -0.16
N 0.22 -0.82 -0.44
C 1.36 -0.02 -0.12
S 2.81 -0.46 0.12
C 0.65 1.40 -0.13
O 1.06 2.54 0.17
O -0.60 1.21 -0.27
H 0.08 -1.77 -0.34
```


(B)
The following is a quantum chemistry calculation of C3H2N2O2S as an isolated structure, from the OMol25 dataset.

Values from the calculation:
net charge: 0

```
10
C3H2N2O2S | the OMol25 dataset | wB97M-V/def2-TZVPD
C 0.95 -0.11 -0.13
C 0.34 1.15 0.09
C -1.74 -0.14 0.01
H 2.66 -1.10 0.34
H 0.67 2.11 0.05
N -0.98 -1.30 0.24
N 0.29 -1.31 -0.08
O 2.31 -0.10 -0.39
O -1.05 0.92 0.11
S -3.44 -0.13 -0.24
```


(A) is favored, and the nearest alternative lies 0.1115 hartree above it.


(A)
The following is a quantum chemistry calculation of C2H16O6 as an isolated structure, from the OMol25 dataset.

Values from the calculation:
net charge: 0

```
24
C2H16O6 | the OMol25 dataset | wB97M-V/def2-TZVPD
O -0.02 0.16 1.51
H -0.34 0.15 2.42
H -0.82 0.20 0.98
O -1.79 0.97 -1.42
H -2.23 0.29 -1.93
H -2.00 0.77 -0.51
O 1.61 -1.78 2.43
H 2.09 -1.34 3.13
H 0.99 -1.12 2.11
O -2.03 0.02 0.63
H -2.46 -0.60 0.03
H -2.60 0.06 1.39
O 0.90 2.18 1.45
H 0.65 1.26 1.52
H 0.47 2.49 0.65
C 0.19 -0.77 -2.11
C 0.98 -0.10 -0.93
O 2.19 0.43 -1.39
H -0.66 -1.42 -1.87
H 0.86 -1.45 -2.64
H -0.13 -0.10 -2.91
H 1.11 -0.80 -0.11
H 0.49 0.77 -0.48
H 2.54 -0.26 -1.96
```


(B)
The following is a quantum chemistry calculation of a 7-piece molecular cluster, C2H16O6 overall, from the OMol25 dataset.

Values from the calculation:
SMILES: C=C.O.O.O.O.O.O
net charge: 0

```
24
C2H16O6 | the OMol25 dataset | wB97M-V/def2-TZVPD
C 3.45 -0.06 -0.16
C 2.87 0.43 0.93
H 4.58 -0.17 -0.33
H 2.88 -0.39 -1.02
H 3.39 0.53 1.91
H 2.00 0.92 0.75
O -3.37 0.79 0.56
H -4.02 1.56 0.48
H -3.01 0.54 -0.38
O 0.34 0.86 -1.17
H 1.18 1.17 -1.49
H 0.50 -0.15 -1.22
O -0.98 -1.67 1.54
H -1.84 -1.19 1.61
H -0.41 -1.21 2.21
O -2.49 -0.25 -2.06
H -1.78 -0.86 -1.85
H -3.26 -0.86 -2.17
O -0.06 1.84 1.63
H -0.97 2.19 1.61
H 0.06 1.77 0.67
O 0.20 -1.94 -1.08
H -0.31 -1.62 -0.32
H 1.06 -2.23 -0.66
```


(B) is favored, and the nearest alternative lies 0.0933 hartree above it.


(A)
The following is a quantum chemistry calculation of C3H4FNO as an isolated structure, from the OMol25 dataset.

Values from the calculation:
net charge: 0

```
10
C3H4FNO | the OMol25 dataset | wB97M-V/def2-TZVPD
C 0.75 -0.30 -0.82
C 1.61 -0.03 0.17
C -0.31 0.41 -0.05
N -1.35 -0.51 0.49
O 0.72 0.81 0.89
F -0.86 1.57 -0.44
H 0.58 -1.14 -1.45
H 2.66 -0.04 0.60
H -2.04 0.08 1.01
H -1.75 -0.85 -0.38
```


(B)
The following is a quantum chemistry calculation of C3H4FNO in the gas phase, from the OMol25 dataset.

Values from the calculation:
SMILES: C=C(F)C(N)=O
net charge: 0

```
10
C3H4FNO | the OMol25 dataset | wB97M-V/def2-TZVPD
C 1.71 0.78 0.05
C 0.73 -0.17 0.01
F 0.88 -1.47 -0.08
C -0.67 0.33 0.07
N -1.65 -0.71 0.17
O -0.87 1.54 -0.13
H 1.31 1.83 0.36
H 2.87 0.64 -0.08
H -2.70 -0.56 -0.33
H -1.46 -1.65 -0.17
```


(C)
The following is a quantum chemistry calculation of C3H4FNO in the gas phase, from the OMol25 dataset.

Values from the calculation:
SMILES: O=C1NC[C@H]1F
net charge: 0

```
10
C3H4FNO | the OMol25 dataset | wB97M-V/def2-TZVPD
O -0.89 0.51 -2.11
C -0.46 0.27 -1.06
N -1.17 -0.01 0.09
C 0.03 -0.40 0.86
C 0.93 0.18 -0.33
F 2.08 -0.26 -0.79
H -2.23 -0.17 0.46
H 0.33 0.08 1.83
H 0.28 -1.52 0.99
H 1.09 1.32 0.05
```


(D)
The following is a quantum chemistry calculation of C3H4FNO in the gas phase, from the OMol25 dataset.

Values from the calculation:
SMILES: N#C[C@H](F)CO
net charge: 0

```
10
C3H4FNO | the OMol25 dataset | wB97M-V/def2-TZVPD
N 0.75 1.28 -1.88
C 0.17 0.62 -1.16
C -0.45 -0.27 -0.13
F -1.78 0.11 -0.07
C 0.21 -0.15 1.22
O 1.22 -1.16 1.33
H -0.41 -1.30 -0.43
H -0.49 -0.39 2.04
H 0.68 0.79 1.46
H 1.68 -1.08 0.47
```


(D) is favored, and the nearest alternative lies 0.0102 hartree above it.


(A)
The following is a quantum chemistry calculation of C27H31N3O4S in the gas phase, from the OMol25 dataset.

Values from the calculation:
SMILES: CCOc1ccc(NC(=O)CN(C)C(=O)c2cccnc2Sc2ccc(C)c(C)c2)cc1OCC
net charge: 0

```
66
C27H31N3O4S | the OMol25 dataset | wB97M-V/def2-TZVPD
C -7.35 -0.36 -0.47
C -5.83 -0.35 -0.42
O -5.44 0.84 0.25
C -4.16 1.32 0.15
C -4.03 2.68 0.40
C -2.80 3.32 0.35
C -1.67 2.58 0.04
N -0.39 3.15 -0.07
C 0.00 4.40 0.26
O -0.70 5.27 0.72
C 1.49 4.66 -0.03
N 2.36 3.55 0.28
C 2.48 3.23 1.68
C 3.09 2.99 -0.71
O 3.00 3.34 -1.87
C 4.00 1.86 -0.33
C 5.38 2.02 -0.34
C 6.19 0.92 -0.10
C 5.59 -0.31 0.12
N 4.28 -0.48 0.12
C 3.51 0.57 -0.10
S 1.77 0.32 -0.08
C 1.68 -1.47 -0.04
C 2.13 -2.20 -1.12
C 2.01 -3.58 -1.09
C 1.43 -4.22 0.00
C 1.30 -5.72 0.00
C 0.97 -3.47 1.08
C 0.33 -4.13 2.26
C 1.10 -2.09 1.05
C -1.79 1.21 -0.20
C -3.01 0.56 -0.14
O -3.16 -0.79 -0.30
C -2.04 -1.61 -0.56
C -1.58 -1.57 -2.01
H -7.75 -0.32 0.54
H -7.70 -1.26 -0.96
H -7.71 0.51 -1.02
H -5.41 -0.36 -1.44
H -5.46 -1.23 0.12
H -4.92 3.23 0.63
H -2.73 4.37 0.56
H 0.32 2.52 -0.43
H 1.78 5.55 0.53
H 1.59 4.86 -1.10
H 1.52 2.87 2.07
H 2.77 4.12 2.25
H 3.23 2.46 1.84
H 5.80 3.00 -0.53
H 7.27 1.02 -0.10
H 6.17 -1.20 0.30
H 2.57 -1.71 -1.97
H 2.36 -4.16 -1.92
H 1.70 -6.14 -0.91
H 1.83 -6.14 0.85
H 0.25 -6.01 0.09
H 1.03 -4.83 2.73
H 0.03 -3.40 3.00
H -0.54 -4.70 1.96
H 0.76 -1.49 1.88
H -0.89 0.66 -0.42
H -1.21 -1.36 0.11
H -2.38 -2.62 -0.31
H -2.40 -1.88 -2.67
H -1.27 -0.57 -2.30
H -0.75 -2.25 -2.15
```


(B)
The following is a quantum chemistry calculation of C27H31N3O4S in the gas phase, from the OMol25 dataset.

Values from the calculation:
SMILES: CCOCCCNC(=O)[C@@H](c1ccccc1)N(Cc1cccs1)C(=O)CNC(=O)c1ccccc1
net charge: 0

```
66
C27H31N3O4S | the OMol25 dataset | wB97M-V/def2-TZVPD
C -1.12 -4.12 1.76
C -2.03 -2.98 1.32
O -1.51 -2.29 0.19
C -1.85 -2.88 -1.05
C -0.97 -2.30 -2.16
C 0.48 -2.76 -2.06
N 1.18 -2.15 -0.95
C 2.23 -1.33 -1.13
O 2.69 -1.07 -2.22
C 2.73 -0.75 0.21
C 4.10 -0.13 0.24
C 4.71 0.45 -0.87
C 5.97 1.03 -0.75
C 6.62 1.05 0.47
C 6.01 0.48 1.58
C 4.76 -0.10 1.46
N 1.71 0.18 0.72
C 1.71 1.54 0.21
C 0.56 1.86 -0.69
C 0.25 1.31 -1.89
C -0.89 1.88 -2.49
C -1.43 2.87 -1.73
S -0.56 3.12 -0.28
C 0.84 -0.31 1.63
O 0.89 -1.47 2.00
C -0.26 0.60 2.14
N -1.41 0.43 1.27
C -2.54 1.15 1.49
O -2.60 2.05 2.31
C -3.69 0.77 0.62
C -4.98 0.92 1.14
C -6.08 0.57 0.38
C -5.91 0.08 -0.90
C -4.63 -0.05 -1.43
C -3.53 0.29 -0.67
H -1.55 -4.60 2.64
H -0.15 -3.73 2.02
H -1.02 -4.87 0.98
H -2.08 -2.23 2.12
H -3.04 -3.33 1.11
H -2.91 -2.68 -1.27
H -1.71 -3.97 -1.01
H -1.38 -2.61 -3.12
H -1.01 -1.21 -2.11
H 1.03 -2.47 -2.97
H 0.52 -3.85 -1.97
H 0.78 -2.28 -0.03
H 2.73 -1.59 0.92
H 4.22 0.43 -1.83
H 6.44 1.47 -1.62
H 7.59 1.50 0.56
H 6.51 0.49 2.53
H 4.29 -0.55 2.33
H 1.73 2.25 1.05
H 2.65 1.67 -0.34
H 0.84 0.54 -2.36
H -1.29 1.58 -3.44
H -2.30 3.47 -1.93
H 0.00 1.66 2.17
H -0.51 0.27 3.16
H -1.46 -0.44 0.75
H -5.09 1.32 2.14
H -7.07 0.68 0.79
H -6.77 -0.20 -1.50
H -4.50 -0.42 -2.44
H -2.54 0.21 -1.10
```


(B) is favored, and the nearest alternative lies 0.0319 hartree above it.